ORCA calculation (ωB97M-V/def2-TZVPD) on 2 unconnected molecules or ions with the total composition C2H6INO3 at a distorted geometry.

The geometry in XYZ format:
```
13
Properties=species:S:1:pos:R:3:mulliken_spin:R:1
C 0.00107 -2.29021 0.20662 0.01
C 0.66454 2.18544 -0.45572 0.00
N 0.34145 -0.07040 -0.18926 0.74
O 0.93343 -1.21691 0.29270 0.08
O 1.17012 0.89459 0.00577 0.14
O -1.34362 0.59456 1.22883 0.78
I -2.95534 0.49133 0.17136 0.25
H 0.52286 -2.92089 -0.60296 0.00
H -1.09633 -2.09416 0.01173 0.00
H 0.09360 -2.90735 1.08619 0.00
H -0.22510 1.91158 -1.05719 0.00
H 1.46164 2.67907 -1.09100 0.00
H 0.43168 2.74336 0.39295 0.01
```

Highest occupied orbital energy (alpha / beta) (eV): -6.9 / -9.4
E (Eh): -657.679611
Expectation value of S²: 2.01
Energy above the lowest of the compared OMol25 structures with the same formula, charge and spin (kJ/mol): 0.0
Max |F| (eV/Å): 3.7
Gap between HOMO and LUMO (alpha / beta) (Eh): 0.2314 / 0.2605
Spin multiplicity: 3